# 1
{
  "formula": "C6H16N2",
  "method": "wB97M-V/def2-TZVPD",
  "species": ["C", "N", "C", "C", "C", "C", "N", "C", "H", "H", "H", "H", "H", "H", "H", "H", "H", "H", "H", "H", "H", "H", "H", "H"],
  "coordinates": [[2.348544, -1.015454, 0.271328], [1.268806, -0.158160, -0.315687], [2.219724, 2.342077, 0.474857], [-0.337558, -1.891170, -1.402172], [-0.070672, -0.866569, -0.266395], [-1.227111, 0.163424, -0.223167], [-2.466020, -0.441974, 0.366372], [-3.555207, 0.512305, 0.702177], [3.281203, -0.472656, 0.374921], [2.633764, -1.889722, -0.394469], [1.870511, -1.415684, 1.205987], [3.220176, 2.157413, 0.776942], [2.348743, 2.605078, -0.496798], [1.579550, 1.548507, 0.426085], [0.296528, -1.830324, -2.316371], [-1.361103, -1.585620, -1.724525], [-0.225903, -2.896315, -1.032569], [-0.154243, -1.477274, 0.728038], [1.927256, 3.055582, 1.158572], [-1.483469, 0.598308, -1.278767], [-0.764464, 0.931483, 0.413048], [-4.427079, 0.534392, -0.042073], [-3.956052, 0.090888, 1.672893], [-2.965918, 1.401462, 0.921780]],
  "forces_ev_per_a": [[-1.963, -0.224, -0.796], [-2.144, -2.683, -0.074], [1.771, 0.365, 1.285], [-0.199, 0.792, -0.923], [1.552, -0.308, 0.819], [-1.580, -0.772, 0.164], [1.682, 0.629, -1.914], [1.428, -1.656, 1.047], [-0.168, 0.360, 0.451], [-0.739, 0.647, 0.491], [1.128, 0.096, -0.415], [0.961, -1.109, 0.545], [-0.086, 1.674, -2.906], [-1.160, -1.971, 0.553], [-0.104, 0.427, 0.842], [0.630, -1.209, 0.053], [-0.499, -0.419, -0.002], [0.044, 0.999, -1.260], [-1.119, 2.046, 0.932], [0.690, -0.484, 1.517], [-0.483, 0.956, 0.067], [1.494, 0.214, 0.728], [0.031, 0.643, -0.998], [-1.168, 0.987, -0.206]],
  "mulliken_charge": [-0.8545, -0.3865, -1.0385, -1.3481, 0.4216, -0.7792, -0.3171, -0.6712, 0.3305, 0.2842, 0.3257, 0.3493, 0.3598, 0.0868, 0.3455, 0.3856, 0.2756, 0.2588, 0.4010, 0.2854, 0.4670, 0.2264, 0.2478, 0.3441],
  "orbital_gap_ev": 4.1,
  "homo_ev": -6.97
}

***

# 2
{
  "formula": "C6H16N2",
  "method": "wB97M-V/def2-TZVPD",
  "species": ["C", "N", "C", "C", "C", "N", "C", "C", "H", "H", "H", "H", "H", "H", "H", "H", "H", "H", "H", "H", "H", "H", "H", "H"],
  "coordinates": [[-1.947857, -0.789685, -0.141702], [-2.558253, 0.219609, -1.088744], [1.024072, 0.312418, -1.312013], [2.391982, 0.223721, -0.531071], [2.151525, -0.279902, 0.970730], [1.363652, -1.492902, 0.942746], [0.055861, 1.305228, -0.612231], [-2.237946, -0.305978, 1.229185], [-2.367949, -1.732406, -0.529049], [-0.899468, -0.982169, -0.395030], [0.593923, -0.622838, -1.182269], [1.254982, 0.361021, -2.377089], [3.180412, -0.516348, -0.854335], [2.922207, 1.174113, -0.504196], [3.259077, -0.429876, 1.415366], [1.624136, 0.521718, 1.609372], [1.181584, -1.799433, 1.813744], [-3.233387, 0.300274, -1.743040], [-0.868621, 1.564074, -1.135961], [-0.355256, 0.990829, 0.274833], [0.468943, 2.357510, -0.465567], [-2.136469, 0.744773, 1.103141], [-3.260239, -0.488154, 1.497614], [-1.606906, -0.635598, 2.015574]],
  "forces_ev_per_a": [[-3.269, -0.128, -4.489], [4.599, 0.193, 5.893], [1.763, 1.054, 1.180], [-0.134, -1.036, 1.419], [0.419, 0.357, -0.435], [1.402, 2.169, -4.259], [1.542, 3.072, -2.766], [-0.494, 0.268, -0.283], [-0.060, -0.311, 1.071], [0.876, 0.369, 0.447], [-0.618, -1.901, -0.044], [-0.433, 0.852, 0.010], [-1.238, 0.547, -0.571], [-0.183, 0.263, 0.041], [-2.311, 0.135, -0.398], [0.777, -0.809, -0.581], [-0.827, -1.149, 4.113], [-2.454, -1.442, -3.101], [0.198, -0.477, -0.706], [-0.063, -0.990, 2.261], [0.100, -1.343, 0.056], [0.015, 1.110, 0.513], [-0.564, -0.172, 0.106], [0.957, -0.630, 0.524]],
  "mulliken_charge": [0.2438, -0.4256, -0.3376, -0.7653, -0.3672, -0.4905, -1.0435, -1.2135, 0.3988, -0.2626, 0.2821, 0.3248, 0.3820, 0.3611, 0.3535, 0.2642, 0.2166, 0.1625, 0.4119, 0.0815, 0.3310, 0.4171, 0.3389, 0.3360],
  "orbital_gap_ev": 3.5,
  "homo_ev": -7.01
}

***

# 3
{
  "formula": "C6H16N2",
  "method": "wB97M-V/def2-TZVPD",
  "species": ["C", "C", "C", "C", "C", "N", "C", "N", "H", "H", "H", "H", "H", "H", "H", "H", "H", "H", "H", "H", "H", "H", "H", "H"],
  "coordinates": [[0.000480, -1.612274, 2.507935], [0.993006, -0.768723, 1.733361], [0.447146, 0.382756, 0.913378], [-0.586825, 0.091251, -0.171025], [-0.530811, 1.056291, -1.365204], [-0.498309, 0.342103, -2.651227], [-1.537462, 0.714935, -3.593389], [1.979773, -0.242888, 2.731043], [-0.679616, -2.206151, 1.882448], [-0.590215, -1.077097, 3.244445], [0.558446, -2.357565, 3.077742], [1.593141, -1.484419, 1.178818], [0.150112, 1.200053, 1.569416], [1.343238, 0.765475, 0.398221], [-0.551868, -0.954814, -0.493089], [-1.571835, 0.214772, 0.279537], [-1.378890, 1.738352, -1.295792], [0.411679, 1.591183, -1.324852], [-0.303162, -0.638736, -2.527636], [-2.510766, 0.396044, -3.237251], [-1.666248, 1.798015, -3.569781], [-1.365209, 0.361032, -4.603073], [1.589094, -0.273581, 3.661013], [2.289470, 0.674896, 2.449013]],
  "forces_ev_per_a": [[-0.276, -0.826, -0.009], [0.452, -0.086, 1.676], [1.034, -0.027, -0.891], [-0.624, 0.142, 0.662], [0.577, -1.146, -0.383], [0.141, 0.740, -0.125], [-0.285, 0.060, 0.960], [-0.342, -0.548, -0.675], [0.088, 0.375, -0.071], [-0.170, 0.451, -0.048], [0.132, -0.023, 0.027], [-0.240, 0.096, -0.913], [-0.305, -0.075, 0.167], [-0.118, 0.117, 0.018], [0.274, 0.108, -0.072], [-0.166, -0.294, 0.076], [0.120, 0.132, -0.285], [0.005, 0.630, 0.317], [-0.425, -0.002, -0.224], [-0.611, -0.556, -0.184], [0.528, 0.103, -0.407], [0.128, -0.009, -0.076], [0.071, 0.484, 0.034], [0.012, 0.154, 0.428]],
  "mulliken_charge": [-1.6068, 0.5343, -0.7823, -0.7358, -0.4026, -0.3704, -0.9114, -0.6483, 0.3628, 0.3685, 0.4552, 0.1812, 0.2442, 0.3794, 0.3964, 0.2299, 0.3470, 0.2985, 0.2470, 0.3397, 0.2988, 0.3085, 0.2197, 0.2465],
  "orbital_gap_ev": 9.4,
  "smiles": "CNCCC[C@H](C)N",
  "homo_ev": -8.28
}

***

# 4
{
  "formula": "C6H16N2O",
  "method": "wB97M-V/def2-TZVPD",
  "species": ["C", "C", "C", "C", "C", "C", "N", "N", "O", "H", "H", "H", "H", "H", "H", "H", "H", "H", "H", "H", "H", "H", "H", "H", "H"],
  "coordinates": [[-0.657641, 0.318624, -0.094630], [0.565617, -0.621746, -0.006886], [-0.270782, 1.792526, -0.218298], [-1.592608, 0.168107, 1.109901], [1.654188, -0.334662, -1.038362], [-1.461766, -0.098511, -1.398012], [1.248549, -0.527418, 1.378604], [0.162434, -1.995328, -0.149404], [1.806286, 0.742777, 1.743206], [2.756688, 0.648143, 1.600243], [0.562817, -0.726942, 2.104241], [0.966594, -2.609588, -0.129489], [-0.485894, -2.278410, 0.574954], [0.350127, 2.101840, 0.618122], [0.256190, 1.992453, -1.146862], [-1.171346, 2.404235, -0.209042], [-2.512434, 0.718587, 0.922255], [-1.862320, -0.870650, 1.292805], [-1.132578, 0.580652, 2.006656], [1.981791, 0.698718, -1.011588], [1.301110, -0.582801, -2.033496], [2.516430, -0.960569, -0.814176], [-0.857400, 0.014543, -2.292986], [-2.327755, 0.553429, -1.487916], [-1.796296, -1.128006, -1.319839]],
  "forces_ev_per_a": [[-0.851, -0.404, -1.506], [0.903, 0.728, 1.432], [-0.010, -0.103, 0.156], [0.272, -0.026, -0.169], [-0.147, -0.078, 0.243], [0.287, 0.502, 1.117], [0.325, -0.688, -0.658], [-0.060, -0.088, 0.031], [-0.364, 0.037, -0.346], [-0.216, -0.240, 0.068], [0.084, 0.221, -0.166], [-0.007, 0.033, 0.143], [0.045, -0.070, -0.013], [0.067, 0.057, -0.021], [0.054, 0.059, -0.097], [-0.125, 0.032, -0.059], [-0.069, 0.022, 0.008], [-0.095, -0.099, 0.073], [-0.042, 0.025, 0.114], [-0.001, 0.091, 0.012], [-0.045, 0.049, -0.132], [0.049, -0.109, 0.003], [0.101, -0.020, -0.077], [-0.121, 0.097, -0.071], [-0.033, -0.028, -0.085]],
  "mulliken_charge": [1.6679, 1.0426, -1.8920, -1.9500, -1.9786, -1.7062, -0.4315, -0.5484, -0.4155, 0.3088, 0.3252, 0.3232, 0.2550, 0.3559, 0.4059, 0.4776, 0.4715, 0.3534, 0.4239, 0.3897, 0.4100, 0.5108, 0.3878, 0.4431, 0.3699],
  "orbital_gap_ev": 9.8,
  "smiles": "CC(C)(C)[C@](C)(N)NO",
  "homo_ev": -8.89
}